Molecular formula: C5H15N5O10
Method: DFT, wB97M-V/def2-TZVPD

Gap between HOMO and LUMO: 10.23 eV
SMILES string: C[N+](=O)[O-].C[N+](=O)[O-].C[N+](=O)[O-].C[N+](=O)[O-].C[N+](=O)[O-]
Energy relative to the best compared isomer or geometry (same formula, charge and spin): 0.430 eV
Charge: 0
HOMO level: -0.39044 Eh
F_max: 1.4 eV Å⁻¹

Element x y z (Å)
1 O -0.399 3.634 -0.492
2 O 1.124 -2.873 3.238
3 O 1.697 -2.484 5.287
4 O 1.346 -1.010 -1.823
5 O -0.720 5.661 -1.144
6 O 1.230 -1.105 0.321
7 O -2.540 0.390 -2.294
8 O 2.918 -5.554 0.399
9 O 5.019 -5.086 0.559
10 O -3.791 -0.683 -3.672
11 N -3.600 0.172 -2.837
12 N -1.107 4.584 -0.751
13 N 1.519 -2.153 4.132
14 N 3.863 -4.809 0.283
15 N 1.118 -0.518 -0.733
16 C 0.514 0.842 -0.719
17 C 1.762 -0.741 3.770
18 C -2.568 4.425 -0.530
19 C -4.749 1.000 -2.440
20 C 3.627 -3.421 -0.231
21 H 1.789 -0.672 2.690
22 H 1.298 1.591 -0.694
23 H -0.031 0.943 0.217
24 H 2.643 -3.316 -0.662
25 H -3.085 5.228 -1.035
26 H -0.184 0.897 -1.541
27 H 4.386 -3.314 -1.005
28 H 2.709 -0.412 4.191
29 H -4.438 2.049 -2.410
30 H 0.979 -0.122 4.198
31 H -2.872 3.443 -0.874
32 H 3.858 -2.756 0.592
33 H -5.019 0.753 -1.416
34 H -5.584 0.919 -3.121
35 H -2.713 4.500 0.547

Atomic forces in eV per Å
O 0.05 -0.15 0.05
O 0.06 -0.16 0.18
O 0.02 0.04 -0.12
O 0.33 0.23 0.28
O 0.04 -0.02 -0.01
O 0.42 0.03 0.39
O 0.28 0.24 0.32
O -0.07 -0.06 -0.03
O -0.33 0.04 -0.04
O -0.03 0.01 0.00
N -0.18 -0.43 -0.53
N -0.07 0.21 -0.14
N -0.22 -0.07 -0.03
N 0.14 0.14 0.09
N -0.84 -0.29 -0.72
C -0.26 0.03 0.86
C 0.50 0.58 -0.12
C -0.11 -0.01 0.29
C -0.34 1.27 0.58
C 0.72 -0.48 -0.47
H -0.18 -0.02 -0.05
H 0.09 -0.04 -0.49
H 0.03 -0.16 -0.03
H -0.23 -0.04 0.34
H 0.02 0.07 -0.09
H 0.26 0.20 -0.31
H -0.04 0.23 0.06
H -0.01 -0.23 0.13
H 0.22 -0.27 -0.14
H -0.18 -0.16 0.01
H 0.11 -0.06 -0.03
H -0.23 0.15 0.04
H -0.03 -0.32 -0.09
H 0.06 -0.47 -0.12
H -0.04 -0.04 -0.05

For reference, the Löwdin charges in units of e are: number 1, O, carries 0.05; number 2, O, carries 0.07; number 3, O, carries 0.06; number 4, O, carries 0.07; number 5, O, carries 0.09; number 6, O, carries 0.05; number 7, O, carries 0.06; number 8, O, carries 0.08; number 9, O, carries 0.04; number 10, O, carries 0.09; number 11, N, carries -0.45; number 12, N, carries -0.44; number 13, N, carries -0.45; number 14, N, carries -0.45; number 15, N, carries -0.43; number 16, C, carries 0.03; number 17, C, carries 0.04; number 18, C, carries 0.05; number 19, C, carries 0.03; number 20, C, carries 0.04; number 21, H, carries 0.07; number 22, H, carries 0.10; number 23, H, carries 0.09; number 24, H, carries 0.08; number 25, H, carries 0.10; number 26, H, carries 0.07; number 27, H, carries 0.10; number 28, H, carries 0.10; number 29, H, carries 0.09; number 30, H, carries 0.10; number 31, H, carries 0.08; number 32, H, carries 0.09; number 33, H, carries 0.11; number 34, H, carries 0.10; number 35, H, carries 0.11